(1)
A molecular structure, C5H8O2, computed with wB97M-V/def2-TZVPD.

```
15
Properties=species:S:1:pos:R:3:nbo_charge:R:1
O -0.10904 -1.42271 1.72985 -0.7188
C -1.04539 -1.15452 0.69922 -0.0768
C -0.66283 0.18841 0.10333 -0.3445
C 0.85523 0.60923 0.31044 -0.3686
C 0.78478 1.35734 -1.03529 -0.5128
C -0.26954 0.30729 -1.35509 0.6035
O -0.37977 -0.47563 -2.26425 -0.5359
H 0.57552 -2.00817 1.40032 0.4698
H -2.02693 -1.15759 1.18352 0.1853
H -1.06189 -1.92609 -0.08556 0.1873
H -1.32659 1.01443 0.40665 0.2298
H 1.10616 1.15818 1.21967 0.2262
H 1.55903 -0.23347 0.22823 0.2054
H 1.65260 1.40147 -1.68985 0.2256
H 0.34867 2.34184 -0.85119 0.2245
```

The HOMO-LUMO gap comes out at 0.379 hartree. The calculation puts the energy above the lowest of the compared OMol25 structures with the same formula, charge and spin at 36.8 kcal/mol. The value obtained for the HOMO energy is -9.4834 eV.

(2)
9 unconnected molecules or ions with the total composition C26H24Br2Cl33N3O3P, computed with wB97M-V/def2-TZVPD.

```
92
Properties=species:S:1:pos:R:3:lowdin_charge:R:1
C 5.78105 -0.01018 0.54696 -0.0383
C 4.28814 -0.18321 0.84654 -0.2651
O 3.45734 0.49026 -0.08360 -0.1811
C 3.50224 -0.04636 -1.37991 -0.1725
C 2.16087 -0.69365 -1.61794 -0.1157
C 0.99335 -0.09705 -1.50742 -0.1365
C 0.77726 1.31952 -1.18057 -0.1385
N 0.13235 1.96356 -2.35449 -0.0605
C 0.91551 1.75944 -3.56818 -0.1414
N 0.02725 -1.03129 -1.75943 0.1408
C -1.41996 -0.77112 -1.73568 -0.0763
O -1.73331 0.18262 -0.76921 -0.0362
C -2.93640 -0.11831 -0.10653 -0.2868
C -4.07062 0.25506 -0.71008 -0.0471
C -5.23274 -0.03265 -0.11390 -0.1866
C -5.22178 -0.66254 1.05639 -0.0975
C -4.08521 -1.03425 1.64655 -0.1261
C -2.90069 -0.75950 1.05067 -0.0512
C 0.59057 -2.17035 -2.03553 -0.3802
C -0.05557 -3.40865 -2.35524 -0.7267
Br -0.03148 -3.93976 -4.16345 0.8003
C -0.63808 -4.12573 -1.41020 -0.7671
C -0.66093 -3.74761 0.01641 -0.1049
Br -1.53122 -5.72311 -1.80634 0.8322
N 1.88627 -2.00773 -1.98852 -0.0599
P 3.09014 -3.28963 -2.39255 0.5788
O 3.85584 -2.60008 -3.60318 -0.2752
Cl 4.49248 -3.41342 -0.89219 0.3013
H 6.32782 0.24676 1.43272 0.0775
H 6.15697 -0.94236 0.14928 0.0537
H 5.87311 0.74442 -0.21993 0.0823
H 4.11721 0.30230 1.78942 0.0558
H 4.01407 -1.22042 0.99628 0.0672
H 3.62635 0.77923 -2.07109 0.0574
H 4.27107 -0.79632 -1.50677 0.0722
H 1.71231 1.81203 -1.00306 0.0443
H 0.08818 1.39565 -0.35830 0.1016
H 0.14163 2.95667 -2.16450 0.0917
H 1.98128 1.71652 -3.36711 0.0072
H 0.75449 2.59653 -4.22983 0.0803
H 0.61984 0.87705 -4.12284 0.0795
H -1.70529 -0.41145 -2.71375 0.1549
H -1.91817 -1.68856 -1.47234 0.1383
H -4.02010 0.75140 -1.65823 0.1398
H -6.14219 0.24088 -0.59795 0.1012
H -6.15478 -0.89079 1.52654 0.1246
H -4.12771 -1.56597 2.60472 0.0110
H -1.96739 -1.04836 1.47705 0.0956
H 0.11152 -3.03197 0.25361 0.0844
H -0.45615 -4.62100 0.61548 0.0814
H -1.62728 -3.38247 0.32741 0.0780
H 4.46629 -1.91011 -3.31236 0.0621
C 3.60649 4.64008 -3.10846 -2.0042
Cl 4.96559 5.60157 -2.53371 0.5494
Cl 3.83749 4.26244 -4.81385 0.5639
Cl 3.51278 3.13823 -2.16768 0.6277
Cl 2.09118 5.51476 -2.88650 0.5204
C -2.03052 -3.51304 4.94915 -2.0291
Cl -1.81532 -5.21453 4.52516 0.5329
Cl -0.48580 -2.79707 5.41085 0.5307
Cl -2.65811 -2.63995 3.54149 0.6253
Cl -3.17168 -3.37128 6.27870 0.5596
C 4.17726 -4.33757 3.42248 -2.0529
Cl 5.70556 -4.98339 2.82710 0.5369
Cl 3.38229 -5.55012 4.41452 0.5509
Cl 4.48447 -2.88202 4.37552 0.5278
Cl 3.15694 -3.91838 2.02859 0.4646
C -6.81764 4.05227 0.81650 -2.0212
Cl -5.98042 5.55221 0.41181 0.5361
Cl -5.76549 2.66949 0.46039 0.6181
Cl -7.21918 4.04830 2.53433 0.5081
Cl -8.28497 3.91839 -0.15622 0.5249
C 4.34482 -7.26277 -4.02538 -2.0430
Cl 2.65708 -7.37557 -4.53137 0.5247
Cl 5.36279 -6.92863 -5.42302 0.5459
Cl 4.50809 -5.94247 -2.85065 0.4708
Cl 4.84190 -8.77341 -3.27238 0.5501
C 1.61026 7.33711 0.76796 -2.0439
Cl 0.16234 6.64564 0.01773 0.5091
Cl 3.02153 6.94449 -0.21872 0.4830
Cl 1.43510 9.08507 0.88010 0.5504
Cl 1.81256 6.65444 2.38267 0.5137
C 1.66839 2.40211 3.23643 -2.0310
Cl 1.60831 3.68143 4.44407 0.5419
Cl 2.44379 0.97344 3.93229 0.5429
Cl 0.02365 1.98393 2.73511 0.5332
Cl 2.58075 2.95916 1.82873 0.5550
C -10.87235 4.88405 3.95123 -2.0569
Cl -9.65040 5.26591 5.17070 0.5170
Cl -12.28662 5.90829 4.19446 0.5362
Cl -10.19948 5.16580 2.34581 0.4822
Cl -11.33916 3.18759 4.10019 0.5251
```

The net charge is +1. The HOMO-LUMO gap comes out at 0.325 hartree. The value obtained for the HOMO energy is -11.6728 eV.

(3)
A gas-phase ion, C8H12N4 (charge +2), computed with wB97M-V/def2-TZVPD.

```
24
Properties=species:S:1:pos:R:3:nbo_charge:R:1
C -1.27005 1.51802 -0.14826 0.0649
C -1.96747 0.13864 -0.09484 0.4014
C 1.16986 1.45473 -0.56962 0.4787
C 0.52578 -1.38668 0.72819 -0.0346
C 1.19344 -0.26277 0.98139 -0.0604
C -0.71071 -1.54464 -1.32034 0.4126
C -3.25568 0.21682 0.62289 -0.7083
C 3.24669 0.12814 -0.40731 -0.4542
N -1.63017 -0.91089 -0.70998 -0.3735
N 0.02459 1.94120 -0.06827 -0.4782
N 0.41424 -1.83088 -0.59207 -0.5623
N 1.87716 0.49554 -0.05115 -0.3474
H -2.03222 2.25512 -0.02854 0.2527
H 0.00959 -1.83546 1.59153 0.2710
H 1.33440 0.02383 2.09474 0.2820
H -0.65034 -1.91786 -2.33905 0.2784
H -3.71350 -0.68805 1.09047 0.3001
H -3.09449 0.83410 1.45119 0.2531
H -4.05516 0.62079 0.00681 0.3017
H 3.61572 -0.63690 0.31027 0.2502
H 3.48487 -0.21928 -1.37916 0.2623
H 3.97316 0.84579 -0.30600 0.2691
H 0.21364 2.92946 0.03272 0.4857
H 1.29665 -2.16877 -0.89562 0.4548
```

The net charge is +2. The HOMO-LUMO gap (alpha / beta) comes out at 0.300 / 0.270 hartree. The calculation puts the energy above the lowest of the compared OMol25 structures with the same formula, charge and spin at 141.9 kcal/mol. The value obtained for the HOMO energy (alpha / beta) is -17.8796 / -17.2115 eV.

(4)
2 unconnected molecules or ions with the total composition C2H3NO2, computed with wB97M-V/def2-TZVPD.

```
8
Properties=species:S:1:pos:R:3:nbo_charge:R:1
C -0.66380 -1.02134 -0.24450 -0.1173
C 1.03369 0.56494 0.08596 0.6168
N -0.28398 0.15408 0.09994 -0.0403
O -1.12604 1.02036 0.57664 -0.5123
O 2.01754 0.12962 0.55718 -0.4653
H -1.81762 -1.04299 -0.03452 0.2336
H -0.08414 -1.82894 -0.54376 0.2144
H 0.92434 2.02428 -0.49693 0.0706
```

The HOMO-LUMO gap (alpha / beta) comes out at 0.335 / 0.335 hartree. The calculation puts the energy above the lowest of the compared OMol25 structures with the same formula, charge and spin at 124.6 kcal/mol. The value obtained for the HOMO energy (alpha / beta) is -9.7445 / -9.7431 eV.

(5)
2 unconnected molecules or ions with the total composition C4H7IN2, computed with wB97M-V/def2-TZVPD.

```
14
Properties=species:S:1:pos:R:3:nbo_charge:R:1
C -0.41129 0.80021 0.73310 -0.0611
C 0.62142 -1.80330 -1.67193 0.2760
C -0.30045 -0.18625 1.82400 -0.6249
C -0.96603 0.60904 -1.58102 -0.0224
N 1.70236 -1.72586 -1.32948 -0.7148
N -1.25565 0.51077 -0.36096 -0.4200
I 1.59177 1.72296 0.19569 -0.0998
H -1.01394 1.57053 1.22227 0.2149
H -1.22211 -0.47221 2.14044 0.2250
H 0.17409 -0.99695 1.46299 0.2042
H 0.25355 0.14501 2.57920 0.2202
H -1.63960 0.21150 -2.34201 0.1875
H -0.06717 1.18320 -2.03615 0.1705
H 2.53305 -1.56867 -0.83615 0.4448
```

The HOMO-LUMO gap comes out at 0.363 hartree. The calculation puts the energy above the lowest of the compared OMol25 structures with the same formula, charge and spin at 64.2 kcal/mol. The value obtained for the HOMO energy is -9.4741 eV.

(6)
2 unconnected molecules or ions with the total composition C2H11N3O, computed with wB97M-V/def2-TZVPD.

```
17
Properties=species:S:1:pos:R:3:nbo_charge:R:1
N 1.61146 -2.16095 1.86765 -0.8737
C 0.60806 -3.21579 1.84217 -0.0483
N -0.71377 -2.73529 2.21428 -0.8232
H 1.75160 -1.73186 2.76928 0.3555
H 2.47624 -2.38648 1.40365 0.3670
H 0.90879 -4.08397 2.43582 0.1541
H 0.56132 -3.55484 0.80908 0.1685
H -0.77493 -2.80010 3.22965 0.3429
H -0.77313 -1.72791 2.06491 0.3578
N -0.65536 3.54767 -1.20322 -0.8689
C -0.04771 2.50909 -1.98079 0.0766
O -0.92887 1.97780 -2.98719 -0.7272
H -0.42173 4.49591 -1.44578 0.3764
H -0.62488 3.33187 -0.21368 0.3708
H 0.23281 1.68459 -1.31911 0.1502
H 0.78909 2.85690 -2.59323 0.1621
H -1.72313 1.71941 -2.50278 0.4593
```

The HOMO-LUMO gap comes out at 0.367 hartree. The calculation puts the energy above the lowest of the compared OMol25 structures with the same formula, charge and spin at 6.1 kcal/mol. The value obtained for the HOMO energy is -9.1598 eV. As for the SMILES: NCN.NCO.

> What is the formula in the third record?

C8H12N4